(1)
34
Properties=species:S:1:pos:R:3:forces:R:3:nbo_charge:R:1 method="wB97M-V/def2-TZVPD" gap_ev=2.785 charge=-3 e_lumo_ev=5.52
O -0.31353 2.06982 3.34382 0.23 1.07 0.46 -0.780
H -0.71613 1.81566 2.51020 -1.71 -0.49 -1.71 0.595
H 0.54508 1.64367 3.39661 2.00 -1.33 0.01 0.578
H -0.87213 1.78440 4.07053 -0.97 -0.34 0.26 0.556
O 4.44178 -0.20601 -1.90349 1.01 -0.43 -0.92 -0.855
H 4.61860 0.73044 -1.78776 -0.16 1.15 -0.09 0.504
H 4.33317 -0.55180 -1.01454 -0.20 -1.23 3.17 0.539
H 3.60937 -0.39264 -2.34380 -1.45 0.19 -1.15 0.562
O -1.80592 -3.12763 2.44086 0.28 -1.27 0.93 -0.843
H -2.43963 -2.41004 2.36960 -1.84 2.47 -0.20 0.560
H -2.06671 -3.85912 1.87648 -0.28 -0.48 -0.55 0.476
H -0.92246 -2.82761 2.21483 2.07 0.98 -0.20 0.585
O -0.49341 -0.75364 -0.97944 -0.85 -0.67 -0.59 -0.802
H -1.12476 -0.05353 -0.79818 -1.58 1.33 0.87 0.583
H -0.00151 -0.55621 -1.77984 1.00 0.19 -1.02 0.566
H 0.01721 -0.92456 -0.18467 1.59 -0.34 1.70 0.590
C 0.71980 -0.32112 -5.46485 -0.19 -0.91 2.93 -0.244
O 1.27294 0.02319 -4.18703 -0.05 -0.03 -1.24 -1.045
H 1.25487 -0.11340 -6.39149 0.41 0.63 -0.13 0.099
H 0.53851 -1.39584 -5.47935 0.43 -0.97 -0.32 0.099
H -0.33253 -0.04583 -5.53504 -0.32 1.09 -0.39 0.117
P 2.72587 -1.19781 2.51654 0.27 -1.05 1.45 2.505
O 3.22215 -2.26099 3.50530 -0.80 -0.80 0.69 -1.247
O 2.55427 0.13802 3.21771 -0.77 2.35 0.48 -1.329
O 1.35852 -1.53517 1.84524 -1.50 -0.62 -1.44 -1.379
O 3.94355 -1.22560 1.56293 0.94 0.90 -3.17 -1.255
P -3.92111 1.12422 1.53512 -1.53 2.05 2.87 2.471
O -3.92414 -0.23596 2.32908 0.50 -2.37 -1.12 -1.274
O -5.15349 1.48347 0.66504 1.19 -1.15 -0.09 -1.263
O -2.55244 1.36840 0.83936 1.88 -0.48 -1.42 -1.373
O -3.95136 2.03384 2.83274 0.56 0.70 -0.33 -1.295
O -1.72153 3.50739 -1.96714 0.17 0.41 -0.53 -0.970
H -0.78291 3.32104 -1.98975 0.17 -0.09 0.00 0.453
H -2.05984 2.95090 -1.26565 -0.51 -0.44 0.79 0.514



(2)
30
Properties=species:S:1:pos:R:3:forces:R:3:nbo_charge:R:1 method="wB97M-V/def2-TZVPD" gap_ev=7.711 charge=+1 de_lowest_kj_mol=0.0 e_lumo_ev=-2.81
Sn -0.34430 0.16397 -0.05143 2.44 -1.28 -0.02 1.533
C 3.06970 -0.13203 1.20457 -0.07 -0.67 -3.55 -0.241
O 2.04070 -0.59103 0.33957 -1.77 0.79 -0.26 -1.021
H 3.98870 -0.59303 0.70757 -0.45 1.03 1.32 0.177
H 2.90870 -0.49803 2.16957 0.17 -0.52 1.88 0.145
H 3.09070 0.96997 1.21157 0.57 0.01 0.30 0.109
O 1.56070 1.90497 -0.88343 -2.57 1.54 -0.23 -0.961
H 2.24170 1.44497 -0.47043 2.00 -1.85 1.24 0.504
H 1.90670 2.21897 -1.70243 0.28 0.35 -0.99 0.492
O 0.82670 -0.55503 -2.46043 1.01 -0.46 -0.11 -0.955
H 1.74870 -0.82103 -2.22643 -0.82 0.43 0.34 0.510
H 0.60570 -1.18103 -3.15843 -0.15 0.13 -0.15 0.474
O -2.25430 -0.67503 -2.11443 1.23 0.24 0.54 -0.933
H -2.06530 -1.26703 -2.82543 0.64 -0.68 -0.78 0.478
H -3.16930 -0.55903 -2.23143 -2.08 0.50 0.07 0.477
O -0.28430 -1.14403 2.40157 -1.99 -0.33 -0.29 -0.946
H 0.27870 -1.12003 3.15557 1.10 -0.02 0.82 0.489
H -1.15730 -1.39303 2.78957 0.81 0.30 -0.62 0.491
O -1.64130 2.31397 -0.63343 -1.17 -0.78 -0.21 -0.957
H -1.09930 3.03397 -0.93143 0.26 0.63 -0.57 0.499
H -2.24930 2.03497 -1.35443 0.72 0.57 0.52 0.504
O -0.33730 1.80397 1.83257 -0.08 0.41 -0.25 -0.925
H 0.13370 2.60297 1.61057 -0.27 1.13 -0.99 0.493
H 0.27470 1.56597 2.50657 0.53 -1.37 1.46 0.491
O -0.37630 -2.42603 -0.49143 -0.43 -0.02 0.37 -0.952
H -0.23030 -2.88403 -1.31843 0.16 -0.13 -0.16 0.487
H 0.09070 -2.92303 0.18757 0.25 0.05 0.08 0.507
O -2.79530 -0.37203 0.79957 -1.41 -0.23 0.50 -0.961
H -3.41230 -1.08203 0.53557 0.62 0.20 -0.05 0.498
H -3.35030 0.15797 1.40157 0.47 0.01 -0.21 0.497



(3)
34
Properties=species:S:1:pos:R:3:forces:R:3:lowdin_spin:R:1 method="wB97M-V/def2-TZVPD" gap_ev="5.222 / 7.285" charge=+1 spin_multiplicity=7 de_lowest_kj_mol=71.4 e_lumo_ev="-5.13 / -5.40"
O 25.45081 21.89813 -3.41504 1.62 0.57 -1.23 0.007
H 25.35469 22.76396 -3.01167 -0.32 0.40 0.01 0.005
H 24.80313 21.25511 -3.11732 -2.07 -2.00 2.50 0.001
H 25.27671 21.93832 -4.35826 0.31 0.46 -1.17 0.001
O 25.70475 22.51634 0.08065 2.47 2.08 0.23 0.074
H 25.19068 21.70590 0.05791 -2.33 -3.08 -0.67 0.016
H 25.42494 23.00623 0.85739 -0.33 0.46 1.34 0.053
H 25.54821 23.13039 -0.64048 -0.21 0.04 -0.61 0.016
Mn 22.39641 21.75013 1.11525 -0.26 0.12 -0.34 5.341
C 23.21189 20.48468 -0.93829 -0.74 2.51 -3.18 0.053
O 23.72832 20.48618 -2.08174 0.70 -0.61 -1.69 0.017
O 22.00752 20.68200 -0.70880 -3.62 0.04 -0.62 0.109
O 23.90395 20.70038 0.05332 5.43 0.46 4.97 0.148
O 21.78311 20.12073 2.22447 0.03 0.07 0.47 0.125
H 20.94328 19.69323 2.39227 -0.51 -0.24 -0.32 0.006
H 22.37623 19.74920 2.87747 0.45 -0.31 0.22 0.009
O 19.35834 19.67124 -1.35874 -0.42 -0.22 0.03 0.002
H 20.19774 20.09742 -1.53197 0.30 0.18 -0.17 0.000
H 18.90394 20.26865 -0.76473 -0.27 0.16 0.03 0.000
O 21.36477 18.10825 -0.22713 0.41 -0.78 0.59 0.003
H 21.64280 19.01058 -0.38440 -0.37 -0.10 0.03 0.001
H 20.42571 18.11070 -0.41259 -0.30 0.08 -0.31 0.000
O 26.47752 19.46475 -1.76721 0.15 0.41 -0.01 0.003
H 26.82422 18.58760 -1.60400 0.29 -0.24 -0.04 0.000
H 25.53865 19.38707 -1.59773 -0.52 -0.05 -0.08 0.001
O 21.35080 21.79883 -3.73362 0.00 0.10 -0.25 0.003
H 21.81568 22.62792 -3.84642 -0.11 0.31 -0.08 0.000
H 21.78855 21.37690 -2.99431 0.13 -0.36 0.34 0.001
O 24.51378 18.13573 0.99434 0.06 -0.12 0.28 0.003
H 25.14562 17.69782 0.42403 0.10 -0.34 0.00 0.000
H 24.46207 19.02889 0.65402 -0.05 0.26 -0.02 0.001
O 23.41967 18.44664 -3.91836 0.00 -0.26 -0.37 0.001
H 23.45031 19.12916 -3.24794 -0.19 0.20 0.34 0.000
H 24.23721 18.55144 -4.40507 0.19 -0.22 -0.22 0.000



(4)
32
Properties=species:S:1:pos:R:3:forces:R:3:nbo_charge:R:1 method="wB97M-V/def2-TZVPD" gap_ev=8.039 charge=-1 de_lowest_kj_mol=103.7 e_lumo_ev=2.74
C 0.13520 -0.59154 -0.61931 0.40 0.33 2.20 -0.226
O 0.36091 0.34348 0.39490 0.39 0.24 -1.13 -1.025
H 0.38788 -1.55656 -0.18001 0.05 -0.99 -0.16 0.110
H -0.91668 -0.65279 -0.89842 -0.36 0.23 -0.65 0.108
H 0.77988 -0.53712 -1.49653 -0.03 0.32 -0.52 0.127
O -3.26753 1.24562 -1.12184 -0.30 0.09 -0.37 -0.957
H -2.39055 1.58366 -0.94054 0.41 0.23 0.28 0.486
H -3.23931 0.33514 -0.82781 0.03 -0.24 0.19 0.471
O -0.76206 0.37273 2.81615 -0.58 0.28 1.56 -0.990
H -0.13167 -0.22374 3.21996 0.12 -0.19 -0.01 0.457
H -0.47847 0.44034 1.90443 0.35 -0.42 -1.63 0.501
O -2.13330 0.30193 -4.28030 0.06 -0.26 -0.38 -0.948
H -2.68933 1.08099 -4.29209 -0.17 0.17 0.15 0.472
H -1.54518 0.43805 -3.53745 0.10 0.05 0.30 0.476
O 0.36366 3.06761 -0.25704 -0.41 1.17 -0.87 -1.011
H 0.64305 3.36936 0.60732 0.12 -0.06 0.33 0.484
H 0.42384 2.11351 -0.20918 0.03 -1.08 0.39 0.492
O 0.66434 -4.22923 1.62007 0.08 -0.06 0.28 -0.932
H 0.54727 -3.77445 0.78598 -0.18 0.26 -0.20 0.473
H 1.08983 -5.05409 1.38601 0.11 -0.19 -0.03 0.458
O 3.10257 -0.21656 1.51805 0.83 -0.16 0.34 -0.967
H 3.08672 -1.16112 1.67229 -0.03 -0.20 0.03 0.450
H 2.25128 -0.02318 1.12544 -1.10 0.39 -0.42 0.500
O 1.17695 2.64006 2.36751 0.48 0.64 0.14 -0.965
H 0.73584 1.82010 2.14540 -0.20 -0.43 -0.09 0.498
H 0.97142 2.78042 3.29178 -0.13 -0.05 0.14 0.465
O 2.74391 1.36673 -1.91959 0.46 -0.01 -0.29 -0.936
H 2.36835 1.31723 -2.79864 -0.12 0.06 -0.16 0.453
H 2.11521 0.90631 -1.36374 -0.25 0.02 0.54 0.482
O -2.22413 -2.56807 0.33582 -0.34 -0.29 0.22 -0.943
H -1.47648 -2.07544 -0.00266 0.30 0.27 0.02 0.477
H -2.69340 -2.85935 -0.44595 -0.12 -0.09 -0.19 0.457



(5)
41
Properties=species:S:1:pos:R:3:forces:R:3:nbo_charge:R:1 method="wB97M-V/def2-TZVPD" gap_ev=9.303 charge=-1 de_lowest_kj_mol=20.8 e_lumo_ev=2.04
C 0.04807 0.53157 1.33128 -0.38 -1.51 -2.27 0.707
F -0.98583 1.33684 1.11905 0.06 0.76 0.57 -0.318
F 1.19435 1.19760 1.37486 -0.14 0.34 1.00 -0.310
F -0.18179 -0.18698 2.43270 0.39 0.43 0.60 -0.329
S 0.12395 -0.61050 -0.12430 0.60 -0.27 -0.77 2.368
O 0.71129 0.21953 -1.17630 -0.37 0.16 0.47 -1.054
O 1.01612 -1.67424 0.27384 -0.03 -0.11 0.53 -1.017
O -1.24383 -0.96785 -0.38618 -0.21 0.16 0.57 -0.994
O 3.24796 0.32682 -2.18258 -0.17 0.25 0.10 -0.965
H 3.71157 -0.02520 -1.41848 -0.05 -0.04 0.01 0.451
H 2.33223 0.46278 -1.85768 0.61 -0.27 -0.20 0.498
O -2.35127 0.88365 -2.79206 -0.13 -0.21 -0.07 -0.969
H -2.05698 -0.02313 -2.62563 -0.05 0.09 -0.05 0.491
H -2.74132 1.16916 -1.95713 -0.12 -0.05 0.03 0.490
O 2.14378 0.95356 4.67577 0.03 -0.05 -0.03 -0.939
H 1.67826 0.62960 3.89686 0.01 0.04 0.02 0.473
H 1.98833 0.28310 5.34728 -0.02 0.02 -0.01 0.465
O -0.24210 -1.45590 -3.28151 0.02 0.02 -0.08 -0.995
H 0.47380 -2.08932 -3.41628 0.02 0.02 0.12 0.491
H 0.13422 -0.80216 -2.66634 -0.01 -0.14 -0.30 0.491
O 0.10326 4.00079 2.19276 -0.03 0.10 0.06 -0.944
H 1.06459 4.00869 2.21770 -0.02 -0.03 -0.03 0.469
H -0.14091 3.10575 2.44956 -0.04 0.06 0.12 0.473
O -3.95048 1.81640 -0.26763 0.10 0.10 0.08 -0.944
H -4.75672 1.78601 0.25438 -0.01 -0.06 -0.06 0.470
H -3.26748 2.12785 0.33700 0.03 -0.03 -0.07 0.478
O 2.34806 -3.23408 -2.22362 -0.05 -0.01 0.08 -0.959
H 2.19102 -3.09678 -1.27762 -0.15 -0.02 -0.08 0.495
H 3.27150 -3.49046 -2.28675 -0.01 0.03 -0.02 0.461
O -1.62790 1.79717 4.14388 -0.04 0.00 0.00 -0.942
H -1.85238 0.86714 4.03293 0.05 0.02 -0.06 0.473
H -2.44022 2.27098 3.93885 0.04 0.04 0.01 0.470
O -2.57663 -2.84848 -1.92479 -0.23 0.00 0.01 -0.987
H -2.02494 -2.52650 -2.64998 0.17 -0.02 0.10 0.485
H -2.27445 -2.30944 -1.17731 0.02 -0.18 -0.25 0.489
O -0.06502 2.46765 -2.70064 0.01 0.24 -0.24 -0.996
H -0.84872 1.99381 -3.03431 0.20 0.06 0.28 0.492
H 0.34565 1.83059 -2.10367 -0.17 0.08 -0.09 0.479
O 2.49846 -3.96401 1.09195 0.14 -0.12 0.16 -0.954
H 3.24513 -3.35844 1.06481 -0.04 0.04 0.02 0.462
H 1.75741 -3.40361 1.35530 -0.03 0.09 -0.28 0.493



(6)
53
Properties=species:S:1:pos:R:3:forces:R:3:mulliken_charge:R:1 method="wB97M-V/def2-TZVPD" gap_ev=7.004 de_lowest_kj_mol=353.0 e_lumo_ev=-2.15
Zr 1.43460 -2.53847 1.57019 -3.23 -1.20 -4.30 1.121
C -1.50252 -0.00142 -0.32086 2.57 -1.19 0.01 0.425
F -2.21097 -0.74710 0.54943 -0.39 1.48 -0.28 -0.158
F -1.05138 -0.96465 -1.21204 -0.26 2.63 0.26 -0.202
F -2.14594 0.98950 -0.93322 0.30 -1.48 0.85 -0.082
S 0.13069 0.66679 0.57440 -1.37 4.26 -0.75 1.547
O 0.99704 1.26656 -0.46704 -1.31 -1.68 1.64 -0.606
O -0.35255 1.70647 1.51900 0.69 -2.47 -1.33 -0.688
O 0.70593 -0.49851 1.22545 0.08 -0.33 0.81 -0.400
P 1.02824 -3.86802 -0.58129 -2.45 -3.38 -6.14 0.600
O 0.06846 -3.79069 0.59278 -6.07 -1.01 4.37 -0.500
O 0.78612 -4.64572 -1.90303 1.18 2.64 4.57 -0.739
O 2.12664 -4.10268 0.42535 7.18 -1.87 3.18 -0.693
O 1.18819 -2.35233 -0.48076 1.43 4.92 -2.54 -0.161
O -3.72805 3.21750 0.50850 -0.16 -0.01 0.32 -0.640
H -3.75320 2.80604 -0.35539 0.21 0.04 -0.58 0.313
H -4.60776 3.57473 0.62987 -0.23 0.14 0.06 0.252
O -0.57383 -2.16689 2.75222 2.19 0.34 0.58 -0.488
H -0.83102 -1.52418 3.41328 0.28 0.36 0.17 0.271
H -1.38811 -2.61523 2.52381 -1.39 -1.18 -0.73 0.363
O 2.40437 3.83985 -2.27879 0.19 0.33 -0.68 -0.681
H 2.28738 3.81908 -1.32899 0.06 0.36 0.31 0.371
H 2.55094 2.92590 -2.52259 0.06 -0.30 -0.43 0.355
O 1.80334 3.86478 0.26615 0.24 0.14 0.82 -0.675
H 1.25508 3.08589 0.17141 -0.31 -0.36 -0.03 0.410
H 1.21769 4.52739 0.63249 -0.11 0.28 0.06 0.297
O 3.86268 1.09111 -1.12128 0.81 -0.29 0.52 -0.613
H 3.16619 1.23394 -0.48039 -0.55 0.33 -0.16 0.233
H 3.57225 0.33143 -1.62602 -0.30 -0.01 -0.36 0.342
O 3.12223 -1.22344 0.92715 1.00 -0.57 0.28 -0.371
H 3.47655 -0.35121 1.10011 -0.07 0.54 0.14 0.272
H 3.72977 -1.60836 0.29553 0.17 -0.30 -0.64 0.268
O 1.21274 -1.43292 -3.02717 0.11 0.55 -0.79 -0.755
H 0.79910 -1.73345 -2.21796 0.04 -0.15 0.39 0.392
H 2.14049 -1.63926 -2.91345 0.12 -0.36 -0.01 0.303
O -2.34077 3.26060 2.93095 0.03 0.16 0.89 -0.656
H -2.89651 3.27814 2.15179 -0.07 -0.07 -0.49 0.398
H -1.62871 2.66236 2.70442 0.15 -0.07 -0.20 0.411
O -2.17107 -3.20343 -1.49194 -0.40 -0.53 -0.17 -0.645
H -1.92560 -2.27915 -1.45071 -0.12 -0.37 -0.13 0.397
H -2.87035 -3.29511 -0.84477 -0.16 -0.11 0.04 0.253
O -3.45118 3.21348 -2.46765 -0.04 -0.17 0.35 -0.569
H -3.95733 3.92763 -2.85500 -0.07 0.28 -0.06 0.267
H -3.53189 2.49461 -3.09450 0.09 -0.23 -0.24 0.310
O -2.63497 -3.46800 2.27928 -0.54 -0.12 0.18 -0.661
H -3.39246 -3.04321 1.87680 -0.31 0.22 -0.04 0.310
H -2.41877 -4.18644 1.68485 0.43 -0.40 -0.35 0.315
O 1.34357 1.39513 -3.14518 0.19 0.51 -0.55 -0.756
H 1.43664 0.44297 -3.11444 -0.30 -0.67 -0.08 0.453
H 0.99331 1.62989 -2.28585 -0.11 0.08 -0.01 0.354
O 2.02026 -1.50495 3.42875 0.55 -0.08 1.07 -0.439
H 2.62524 -1.86625 4.07660 0.35 -0.26 0.40 0.304
H 1.87939 -0.60088 3.70991 -0.35 0.62 -0.20 0.270